(1)
ORCA calculation (ωB97M-V/def2-TZVPD) on a structure of composition C8H22BrF3FeN8O6.

Element x y z (Å)
Fe -0.38560 -0.00284 -0.04138
Br -1.70947 1.00922 -1.91020
C 2.73897 0.94790 -1.18843
O 2.82698 2.34958 -1.30772
O 1.52419 0.71667 -0.36892
C 2.97056 0.06343 -2.52594
F 3.23105 -1.21383 -2.18082
F 1.95723 0.02535 -3.39094
F 4.01613 0.54130 -3.19022
C 2.13913 3.02583 -2.37119
C 2.39666 4.56631 -2.33283
H 2.07795 4.87355 -1.33677
H 3.44017 4.77692 -2.56700
H 1.71564 5.14136 -2.96023
H 1.05807 2.97194 -2.24275
H 2.32304 2.64592 -3.37615
H 3.58902 0.79861 -0.52267
C 0.48670 -1.47946 2.58420
O 0.32671 -1.07022 1.43353
N -0.08759 -2.57812 3.05194
N 1.22880 -0.90884 3.47333
H -0.67608 -3.09007 2.41031
H 0.25947 -3.00017 3.90137
H 1.90565 -0.23028 3.15467
H 1.16908 -1.32682 4.39084
C -3.11307 -1.57477 0.74638
O -2.10947 -0.87099 0.59784
N -3.46563 -2.02663 1.89978
N -3.75952 -2.08371 -0.22978
H -2.89753 -1.68732 2.66281
H -4.37549 -2.46143 1.95637
H -3.79258 -1.64349 -1.13820
H -4.41829 -2.82708 -0.04668
C 0.00250 -2.84358 -1.46176
O -0.15853 -1.70896 -1.09649
N -0.99008 -3.65334 -1.76500
N 1.13366 -3.42283 -1.53696
H -0.76955 -4.57893 -2.10373
H -1.96804 -3.40148 -1.78042
H 1.94607 -2.87944 -1.28237
H 1.21335 -4.33727 -1.95833
C -1.38750 2.40035 1.70743
O -0.89286 1.42438 1.13735
N -0.78876 3.24049 2.51541
N -2.64236 2.72525 1.59516
H 0.21087 3.13499 2.61394
H -1.30954 3.97263 2.97678
H -3.30638 2.14705 1.10032
H -2.88354 3.40278 2.30430

Atomic forces in eV per Å
Fe -1.57 -0.39 -1.50
Br 0.91 -0.13 0.50
C -0.45 1.36 0.35
O -0.18 -0.89 -0.83
O 1.53 0.03 -1.66
C -0.50 0.50 0.12
F 0.00 0.30 0.40
F -0.31 0.23 0.61
F 0.05 0.06 0.60
C -1.51 1.73 -0.96
C 0.08 -1.29 0.81
H 0.66 0.24 0.24
H -0.17 0.31 0.24
H 0.14 -0.51 -0.53
H -0.17 -0.58 0.27
H 0.58 -0.42 0.24
H -0.10 -0.97 0.11
C -0.61 -0.87 -0.32
O 0.67 0.03 -0.61
N -1.40 -1.36 -0.48
N 1.61 1.64 1.28
H 0.12 -0.21 0.35
H -0.33 -0.25 -0.34
H -0.03 0.01 0.68
H 0.85 0.78 0.08
C 2.82 0.77 -0.32
O 0.04 1.07 0.50
N -0.52 -0.49 3.18
N -2.66 -1.53 -4.22
H -0.67 -0.36 0.40
H 0.29 0.14 0.93
H 0.18 -0.02 0.10
H -0.11 0.28 -0.32
C -2.13 -1.26 -0.31
O -0.19 3.81 0.90
N -2.54 -1.56 -0.75
N 4.54 -1.18 -0.07
H -0.31 0.18 0.07
H 0.43 0.31 0.03
H 0.11 -0.40 -0.32
H 0.46 0.30 0.21
C -0.84 0.05 -0.21
O 1.58 -0.22 0.05
N 2.85 0.20 0.97
N -2.41 0.07 -0.23
H -0.18 0.44 0.35
H 0.68 -0.03 -0.06
H 0.02 0.28 0.18
H -1.31 -0.21 -0.73

Summary:
- Net charge: +2
- Frontier orbital gap (spin up / spin down): 10.29 / 5.26 eV
- Relative energy (zero: lowest compared OMol25 entry of this formula, charge and spin): 0.000 eV
- 2S+1: 7
- Largest force on an atom: 5.2 eV/Å
- E_HOMO (spin up / spin down): -15.19 / -14.74 eV

Results of the Mulliken charge analysis, in e, for atoms 1 through 8: number 1, Fe, carries 1.769; number 2, Br, carries -0.395; number 3, C, carries 0.115; number 4, O, carries -0.345; number 5, O, carries -0.156; number 6, C, carries 0.677; number 7, F, carries -0.263; number 8, F, carries -0.222

(2)
ORCA calculation (ωB97M-V/def2-TZVPD) on the ion C2H8N3 with charge +1.

Element x y z (Å)
C 1.28248 0.33002 -0.18074
C -0.98307 0.64653 -0.12018
N 0.28314 1.19083 0.35451
N 1.06745 -0.90364 0.29280
N -0.92120 -0.89173 0.20816
H 1.32963 0.46015 -1.33301
H 2.19702 0.23474 0.57203
H -1.82338 1.08260 0.47568
H -0.99427 0.79038 -1.17915
H 0.25963 1.12834 1.40417
H 1.23148 -1.71623 -0.28882
H -1.18060 -1.20366 1.12220
H -1.12398 -1.37908 -0.65261

Atomic forces in eV per Å
C 1.14 1.66 -1.31
C 0.45 -1.19 2.63
N -0.59 0.76 1.78
N -4.23 -3.82 1.94
N 2.78 2.68 -2.43
H 0.60 0.02 1.93
H 0.07 1.68 -1.85
H 0.67 -0.25 -0.93
H -0.66 -0.22 -0.63
H 0.35 0.34 -1.31
H 0.55 -0.25 -0.59
H -0.49 -0.48 0.23
H -0.65 -0.94 0.54

Summary:
- Net charge: +1
- Frontier orbital gap: 9.65 eV
- Relative energy (zero: lowest compared OMol25 entry of this formula, charge and spin): 5.326 eV
- Largest force on an atom: 6.0 eV/Å
- E_HOMO: -15.24 eV

Results of the Mulliken charge analysis, in e, for atoms 1 through 8: number 1, C, carries -0.120; number 2, C, carries -0.530; number 3, N, carries -0.323; number 4, N, carries -0.260; number 5, N, carries -0.374; number 6, H, carries 0.312; number 7, H, carries 0.307; number 8, H, carries 0.344

(3)
ORCA calculation (ωB97M-V/def2-TZVPD) on a structure of composition C2H9InO4.

Element x y z (Å)
In -17.37871 31.12080 16.16134
O -18.62251 30.86739 18.73917
H -19.38887 31.38124 19.06037
O -17.34198 30.78087 13.20345
H -17.79844 29.92801 13.06637
O -16.16693 32.99066 17.90831
H -15.23364 32.86670 17.64729
C -21.02681 33.41942 14.31628
C -20.27905 32.10790 14.01345
O -20.18879 31.44499 15.30912
H -21.92018 33.34435 14.93624
H -21.26894 33.93860 13.38896
H -20.37010 34.07924 14.88325
H -19.32056 32.37373 13.56766
H -20.81666 31.43350 13.34692
H -21.07436 31.15995 15.54603

Atomic forces in eV per Å
In -0.89 1.36 2.51
O 0.81 -0.02 -1.22
H 0.07 0.01 -0.41
O -0.02 0.06 0.70
H -0.04 -0.09 -0.24
O -0.62 -1.52 -1.55
H -0.04 0.21 0.21
C 0.52 0.33 -0.67
C -1.93 0.79 1.15
O 1.95 -0.27 -0.52
H -0.12 -0.53 -0.28
H -0.15 0.04 0.01
H 0.18 -0.01 -0.05
H 0.34 -0.44 0.43
H 0.02 0.19 -0.21
H -0.08 -0.10 0.14

Summary:
- Net charge: +1
- Frontier orbital gap (spin up / spin down): 4.67 / 4.81 eV
- 2S+1: 2
- Largest force on an atom: 3.0 eV/Å
- E_HOMO (spin up / spin down): -13.85 / -14.11 eV

Results of the Mulliken charge analysis, in e, for atoms 1 through 8: number 1, In, carries 1.131; number 2, O, carries -0.451; number 3, H, carries 0.314; number 4, O, carries -0.332; number 5, H, carries 0.378; number 6, O, carries -0.460; number 7, H, carries 0.328; number 8, C, carries -1.121

- What is the net charge in the first record?
  +2